No. 1
Entry from the OMol25 dataset: a structure of composition CH12O5 at a distorted geometry (ωB97M-V/def2-TZVPD).

Last column: natural (NBO) charge in e.
Element x y z (Å)
C (-17.591, -11.578, -21.705)  -0.23
O (-18.769, -11.715, -20.998)  -0.73
H (-17.520, -10.610, -22.201)  0.11
H (-16.767, -11.649, -20.994)  0.15
H (-17.571, -12.265, -22.550)  0.21
H (-18.742, -11.092, -20.268)  0.45
O (-15.550, -9.992, -21.231)  -0.89
H (-16.264, -9.374, -21.385)  0.50
H (-14.761, -9.450, -21.223)  0.49
O (-14.330, -13.690, -22.053)  -0.95
H (-14.684, -14.054, -21.242)  0.46
H (-13.684, -13.045, -21.766)  0.49
O (-15.588, -11.679, -22.649)  -0.97
H (-15.553, -10.812, -22.245)  0.45
H (-15.316, -12.279, -21.955)  0.47
O (-13.248, -11.759, -22.531)  -0.99
H (-14.083, -12.005, -22.930)  0.50
H (-13.185, -10.814, -22.672)  0.46

Properties
E_LUMO   -0.09 eV
Frontier orbital gap   9.48 eV
Charge   0
HOMO level   -9.58 eV



No. 2
Entry from the OMol25 dataset: a structure of composition C19H24N4O4S at a distorted geometry (ωB97M-V/def2-TZVPD).

Last column: natural (NBO) charge in e.
Element x y z (Å)
O (3.335, -2.405, -0.246)  -0.59
C (3.153, -1.395, 0.263)  0.71
N (4.052, -0.633, 1.022)  -0.64
H (3.681, 0.105, 1.471)  0.41
C (5.289, -1.326, 1.031)  -0.11
C (6.178, -0.223, 0.623)  -0.43
H (5.878, -0.096, -0.308)  0.20
H (6.130, 0.841, 0.975)  0.22
C (7.627, -0.606, 0.562)  -0.20
N (8.636, 0.307, 0.143)  -0.41
C (9.190, 1.505, 0.880)  0.15
N (9.850, 2.189, -0.002)  -0.43
C (9.779, 1.466, -1.281)  -0.17
C (8.937, 0.661, -1.122)  0.03
H (8.524, -0.059, -2.074)  0.19
H (10.162, 2.094, -1.875)  0.22
H (9.222, 1.217, 1.982)  0.21
H (7.753, -1.606, 0.160)  0.21
H (8.043, -0.734, 1.636)  0.19
H (5.471, -1.252, 2.360)  0.14
H (5.292, -2.111, 0.572)  0.20
C (1.539, -0.668, 0.384)  -0.28
C (0.662, -1.235, -0.397)  -0.16
C (-0.765, -0.838, -0.409)  -0.05
C (-1.668, -1.601, -1.321)  -0.16
C (-2.903, -1.357, -1.212)  -0.32
C (-3.337, -0.282, -0.841)  -0.22
C (-2.375, 0.964, -0.394)  -0.12
C (-1.174, 0.373, -0.122)  -0.23
H (-0.328, 1.075, 0.197)  0.19
H (-2.723, 1.910, -0.159)  0.23
S (-5.079, 0.418, -1.097)  2.45
O (-5.803, -0.598, -1.478)  -0.98
O (-5.115, 1.582, -1.661)  -0.94
N (-5.395, 0.661, 0.662)  -0.71
C (-6.226, 2.025, 0.988)  -0.28
H (-6.021, 2.626, 0.069)  0.27
C (-7.724, 1.389, 1.089)  0.00
H (-8.426, 2.195, 1.168)  0.18
O (-8.090, 0.380, 1.743)  -0.53
C (-7.072, -0.915, 1.452)  -0.10
H (-7.548, -1.577, 2.214)  0.24
C (-5.767, -0.513, 1.445)  -0.31
H (-5.093, -1.419, 1.059)  0.23
H (-5.521, -0.216, 2.391)  0.20
H (-7.199, -1.208, 0.244)  0.22
H (-7.843, 1.006, -0.186)  0.04
H (-5.933, 2.015, 2.010)  0.21
H (-3.718, -1.954, -1.686)  0.24
H (-1.502, -2.705, -1.311)  0.21
H (0.934, -2.236, -0.994)  0.24
H (1.546, 0.200, 0.725)  0.16

Properties
E_LUMO   -0.58 eV
Frontier orbital gap   8.01 eV
Charge   0
HOMO level   -8.59 eV



No. 3
Entry from the OMol25 dataset: a structure of composition C28H37IrN8OS2 (ωB97M-V/def2-TZVPD).

Last column: Löwdin spin population.
Element x y z (Å)
Ir (1.499, 0.105, 0.415)  0.23
N (-1.128, 2.548, -1.886)  -0.01
C (-0.111, 1.925, -1.322)  0.03
S (-0.396, 1.258, 0.329)  0.52
N (1.052, 1.852, -1.911)  0.05
N (1.986, 1.151, -1.222)  -0.01
C (3.173, 1.014, -1.700)  0.03
C (4.103, 0.249, -0.880)  0.00
C (5.443, 0.124, -1.197)  0.00
C (6.289, -0.522, -0.305)  0.00
C (5.766, -1.002, 0.885)  0.01
C (4.410, -0.860, 1.131)  0.00
N (3.581, -0.275, 0.264)  0.01
H (-2.024, 2.602, -1.428)  0.00
H (-1.006, 3.004, -2.780)  0.00
H (3.446, 1.479, -2.641)  0.00
H (5.819, 0.545, -2.121)  0.00
H (7.341, -0.632, -0.530)  0.00
H (6.392, -1.490, 1.618)  0.00
H (3.971, -1.231, 2.047)  0.00
N (1.205, -1.504, -0.884)  0.01
C (1.675, -2.837, -0.404)  0.00
C (0.960, -3.333, 0.842)  0.00
C (1.192, -2.512, 2.102)  0.00
N (0.604, -1.156, 1.902)  0.00
H (0.171, -1.493, -1.088)  0.00
H (1.652, -1.318, -1.780)  0.00
H (2.751, -2.774, -0.233)  0.00
H (1.517, -3.549, -1.215)  0.00
H (1.283, -4.359, 1.022)  0.00
H (-0.119, -3.389, 0.654)  0.00
H (2.251, -2.402, 2.329)  0.00
H (0.716, -2.999, 2.953)  0.00
H (0.458, -0.666, 2.782)  0.00
H (-0.345, -1.297, 1.547)  0.00
O (-1.379, -1.003, -1.319)  0.02
S (-2.532, -1.923, -0.938)  0.00
C (-3.270, -2.578, -2.463)  0.00
C (-3.824, -1.544, -3.395)  0.00
C (-2.975, -0.701, -4.110)  0.00
C (-3.505, 0.260, -4.958)  0.00
C (-4.881, 0.385, -5.100)  0.00
C (-5.729, -0.457, -4.395)  0.00
C (-5.202, -1.418, -3.545)  0.00
C (-3.847, -0.798, -0.435)  0.00
C (-3.372, 0.098, 0.677)  0.03
C (-2.763, -0.409, 1.826)  0.02
C (-2.370, 0.444, 2.851)  0.00
C (-2.589, 1.814, 2.747)  0.01
C (-3.210, 2.325, 1.616)  0.00
C (-3.587, 1.473, 0.585)  0.01
H (-4.039, -3.267, -2.103)  0.00
H (-2.473, -3.179, -2.906)  0.00
H (-1.902, -0.814, -4.020)  0.00
H (-2.844, 0.896, -5.534)  0.00
H (-5.291, 1.124, -5.775)  0.00
H (-6.800, -0.376, -4.519)  0.00
H (-5.869, -2.083, -3.008)  0.00
H (-4.696, -1.422, -0.143)  0.00
H (-4.129, -0.220, -1.317)  0.00
H (-2.659, -1.483, 1.951)  0.00
H (-1.954, 0.033, 3.763)  0.00
H (-2.322, 2.472, 3.563)  0.00
H (-3.426, 3.384, 1.548)  0.00
H (-4.116, 1.866, -0.277)  0.00
C (2.968, 2.711, 5.142)  0.00
N (2.678, 2.504, 3.716)  0.00
C (2.795, 3.442, 2.727)  0.00
C (2.433, 2.834, 1.566)  0.01
N (2.097, 1.528, 1.847)  0.02
C (2.256, 1.365, 3.156)  0.00
H (3.353, 3.717, 5.269)  0.00
H (3.719, 1.998, 5.474)  0.00
H (2.057, 2.601, 5.725)  0.00
H (3.119, 4.449, 2.929)  0.00
H (2.388, 3.240, 0.570)  0.00
H (2.111, 0.458, 3.719)  0.00

Properties
E_LUMO (spin up / spin down)   -9.22 / -11.14 eV
Expectation value of S²   0.7568
Frontier orbital gap (spin up / spin down)   6.30 / 4.38 eV
Charge   +3
HOMO level (spin up / spin down)   -15.52 / -15.52 eV
Spin multiplicity   2



No. 4
Entry from the OMol25 dataset: an isolated molecule of C4H8O2 (ωB97M-V/def2-TZVPD).

Last column: natural (NBO) charge in e.
Element x y z (Å)
C (-0.359, 0.774, -1.649)  -0.64
C (-0.949, 0.709, -0.262)  0.07
O (-1.389, -0.583, 0.149)  -0.50
C (-0.315, 0.026, 0.867)  0.02
C (1.056, -0.586, 0.794)  -0.09
O (1.272, -1.571, 1.784)  -0.71
H (0.226, -0.122, -1.874)  0.22
H (0.280, 1.655, -1.775)  0.22
H (-1.173, 0.828, -2.379)  0.22
H (-1.625, 1.532, -0.013)  0.18
H (-0.601, 0.315, 1.881)  0.19
H (1.774, 0.220, 0.987)  0.19
H (1.244, -0.976, -0.215)  0.17
H (0.560, -2.219, 1.705)  0.47

Properties
E_LUMO   1.04 eV
SMILES   C[C@H]1O[C@H]1CO
Frontier orbital gap   11.33 eV
Charge   0
HOMO level   -10.29 eV



No. 5
Entry from the OMol25 dataset: an isolated molecule of C6H11N at a distorted geometry (ωB97M-V/def2-TZVPD).

Last column: natural (NBO) charge in e.
Element x y z (Å)
C (-0.677, 2.013, -0.719)  -0.63
C (0.124, 0.775, -0.998)  -0.33
C (0.216, -0.497, 0.323)  -0.15
C (1.363, -1.497, 0.170)  -0.60
C (-1.104, -1.217, 0.619)  -0.60
C (0.520, 0.416, 1.357)  0.28
N (0.752, 1.241, 2.134)  -0.36
H (-1.725, 1.802, -0.516)  0.21
H (-0.632, 2.492, -1.773)  0.22
H (-0.260, 2.625, 0.096)  0.24
H (1.141, 1.080, -1.270)  0.21
H (-0.333, 0.226, -1.804)  0.20
H (2.316, -0.984, 0.031)  0.22
H (1.467, -2.169, 1.038)  0.22
H (1.156, -2.100, -0.710)  0.21
H (-1.023, -1.924, 1.460)  0.22
H (-1.908, -0.516, 0.855)  0.22
H (-1.378, -1.781, -0.271)  0.21

Properties
E_LUMO   0.79 eV
SMILES   CCC(C)(C)C#N
Frontier orbital gap   11.05 eV
Charge   0
HOMO level   -10.26 eV



No. 6
Entry from the OMol25 dataset: an isolated molecule of C6H10O at a distorted geometry (ωB97M-V/def2-TZVPD).

Last column: natural (NBO) charge in e.
Element x y z (Å)
C (-0.617, 0.352, 0.062)  -0.01
C (1.914, -0.038, -0.301)  -0.05
C (-1.910, 0.004, -0.033)  0.21
C (0.758, 0.871, -0.308)  -0.57
C (2.938, 0.109, 0.811)  -0.69
C (-2.643, -1.252, -0.619)  -0.67
O (-2.836, 0.699, 0.660)  -0.69
H (1.228, 1.754, 0.162)  0.22
H (0.594, 1.158, -1.302)  0.24
H (1.712, -1.107, -0.578)  0.16
H (2.789, -0.312, 1.744)  0.22
H (2.989, 1.183, 1.033)  0.20
H (3.864, -0.479, 0.484)  0.22
H (-2.102, -2.176, -0.459)  0.24
H (-2.464, -1.284, -1.747)  0.22
H (-3.692, -1.131, -0.461)  0.24
H (-2.523, 1.647, 0.852)  0.49

Properties
E_LUMO (spin up / spin down)   0.19 / 0.45 eV
Frontier orbital gap (spin up / spin down)   8.27 / 8.34 eV
Charge   0
HOMO level (spin up / spin down)   -8.08 / -7.88 eV



Energy above the lowest of the compared OMol25 structures with the same formula, charge and spin for every record listed, in sequence, given in kJ/mol: 382.05; 2230.35; 0.00; 190.41; 107.10; 554.12.